## i
Formula: C3H7N3O2
Source: OMol25
Level of theory: the ωB97M-V functional and the def2-TZVPD basis

Calculated values
SMILES = N/N=C\NCC(=O)O
Kohn-Sham gap = 9.663 eV

```
! wB97M-V def2-TZVPD RIJCOSX def2/J DEFGRID3
* xyz 0 1
N 2.15872 0.92099 0.12380
N 1.79612 -0.17818 -0.84771
C 0.81514 -0.92528 -0.45675
N 0.05125 -0.85833 0.58540
C -1.24183 -0.91931 0.19562
C -1.78132 0.37112 -0.10265
O -2.87542 0.31839 -0.55272
O -1.00106 1.57770 -0.06007
H 2.31802 1.62588 -0.59155
H 2.96352 0.56561 0.79843
H 0.33387 -1.83012 -0.97431
H -0.01381 0.30908 1.06834
H -1.50301 -1.42221 -0.64785
H -1.95816 -1.10951 1.04385
H -0.06202 1.55415 0.41817
*
```

---

## ii
Formula: C3H7N3O2
Source: OMol25
Level of theory: the ωB97M-V functional and the def2-TZVPD basis

Calculated values
Kohn-Sham gap = 9.122 eV

```
! wB97M-V def2-TZVPD RIJCOSX def2/J DEFGRID3
* xyz 0 1
C -1.17677 -0.39493 -1.18800
C -0.70568 -0.82341 0.17152
N 1.15280 -0.98231 0.11041
O -1.22591 -1.59986 0.92324
H 1.42330 -1.63207 0.84600
H 1.59836 -1.23620 -0.76748
H -2.14457 0.09250 -1.08285
H -1.29148 -1.27892 -1.81663
H -0.48083 0.30742 -1.64414
N -0.15551 0.72076 0.98022
O -0.50657 2.04244 0.69313
C 1.36658 0.47046 0.43792
N 2.05520 1.35005 0.01292
H 0.35246 2.38925 0.33737
H -0.26139 0.57484 1.98638
*
```

---

## iii
Formula: C3H7N3O2
Source: OMol25
Level of theory: the ωB97M-V functional and the def2-TZVPD basis

Calculated values
SMILES = [H]/N=C(\C(=O)O)N(C)N
Kohn-Sham gap = 9.921 eV

```
! wB97M-V def2-TZVPD RIJCOSX def2/J DEFGRID3
* xyz 0 1
H 0.91338 -2.34649 0.81624
N 0.03210 -1.87735 0.61929
C 0.16592 -0.67662 0.27724
C 1.81327 -0.10894 0.18288
O 2.65879 -0.60367 0.88470
O 2.14617 0.76880 -0.79094
N -0.63226 0.19072 -0.30849
C -2.15932 -0.35073 -0.05215
N -0.53809 1.57258 -0.25417
H 3.10624 0.93454 -0.77541
H -2.16239 -1.43447 -0.06830
H -2.70536 0.04187 -0.90594
H -2.53832 0.06986 0.87666
H -0.04542 1.90932 -1.07562
H -0.05471 1.91058 0.57402
*
```

---

Most stable to least stable, the ends of the list are iii and i.

---

## i
Formula: C4H9NO
Source: OMol25
Level of theory: the ωB97M-V functional and the def2-TZVPD basis

Calculated values
SMILES = [H]/N=C/O.C=CC
Kohn-Sham gap = 10.861 eV

```
! wB97M-V def2-TZVPD RIJCOSX def2/J DEFGRID3
* xyz 0 1
H 2.26773 0.81018 1.87800
N 1.68131 0.48265 1.11582
C 2.06387 0.98291 0.01474
O 1.47546 0.72239 -1.15373
H 2.89868 1.67501 -0.12839
H 0.75125 0.08156 -0.99396
C -0.41410 -1.65711 -0.22068
C -1.37499 -0.77139 -0.49222
C -1.71801 0.40953 0.37150
H -0.22011 -2.50176 -0.87728
H 0.21292 -1.55097 0.66233
H -1.97163 -0.90223 -1.39607
H -1.85542 1.31388 -0.23262
H -2.66229 0.23346 0.90138
H -0.93240 0.59644 1.11034
*
```

---

## ii
Formula: C4H9NO
Source: OMol25
Level of theory: the ωB97M-V functional and the def2-TZVPD basis

Calculated values
SMILES = CC(C)C(N)=O
Kohn-Sham gap = 10.635 eV

```
! wB97M-V def2-TZVPD RIJCOSX def2/J DEFGRID3
* xyz 0 1
C 0.95811 0.59245 -1.00260
C 0.25573 -0.33654 -0.00309
C 1.04995 -0.45759 1.29406
C -1.13584 0.22303 0.28318
N -2.11979 -0.19921 -0.56374
O -1.35841 1.01371 1.18349
H 1.03990 1.60232 -0.58599
H 0.40820 0.66030 -1.94765
H 1.96818 0.22874 -1.21778
H 0.14706 -1.33065 -0.46017
H 0.57202 -1.15334 1.99184
H 2.06465 -0.81642 1.08888
H 1.10860 0.51893 1.78414
H -1.92849 -0.77203 -1.36875
H -3.02986 0.22630 -0.47583
*
```

---

Most stable to least stable, the ends of the list are ii and i.

---

## i
Formula: C4H9NO
Source: OMol25
Level of theory: the ωB97M-V functional and the def2-TZVPD basis

Calculated values
Kohn-Sham gap = 6.874 eV

```
! wB97M-V def2-TZVPD RIJCOSX def2/J DEFGRID3
* xyz 0 1
C -1.92874 -0.05401 -0.07559
N -0.50172 -0.01349 -0.40865
C 0.54398 -0.99963 0.07194
C 1.54191 0.05570 -0.44797
O 2.82008 0.11398 0.11311
C 0.47328 1.06366 0.02176
H -2.08003 -0.01768 1.00368
H -2.42087 0.80197 -0.54606
H -2.35482 -0.97766 -0.47740
H 0.45063 -2.00111 -0.36378
H 0.39425 -1.05602 1.17719
H -0.32547 -0.03278 -1.42041
H 2.76816 0.13578 1.08518
H 0.31784 1.16216 1.12333
H 0.31322 2.03493 -0.46042
*
```

---

## ii
Formula: C4H9NO
Source: OMol25
Level of theory: the ωB97M-V functional and the def2-TZVPD basis

Calculated values
SMILES = CCC(=O)NC
Kohn-Sham gap = 10.574 eV

```
! wB97M-V def2-TZVPD RIJCOSX def2/J DEFGRID3
* xyz 0 1
C -1.74665 1.39878 -0.67345
C -1.29413 0.35792 0.35679
C 0.20663 0.10826 0.24000
O 0.95070 1.07369 0.34556
N 0.75202 -1.13967 0.11482
C 2.20368 -1.20198 0.19448
H -1.76117 0.98340 -1.68644
H -2.74950 1.77529 -0.44651
H -1.05132 2.24281 -0.65961
H -1.39358 0.80452 1.35421
H -1.92798 -0.53548 0.34363
H 0.23808 -1.94791 -0.20130
H 2.67703 -0.65147 -0.62545
H 2.51818 -0.72245 1.12551
H 2.54724 -2.23846 0.19278
*
```

---

## iii
Formula: C4H9NO
Source: OMol25
Level of theory: the ωB97M-V functional and the def2-TZVPD basis

Calculated values
SMILES = C=C1N[C@@H]1C.O
Kohn-Sham gap = 10.099 eV

```
! wB97M-V def2-TZVPD RIJCOSX def2/J DEFGRID3
* xyz 0 1
C 0.97511 -0.63555 1.33920
C 0.18401 -0.07568 0.43674
N 0.09917 0.97324 -0.47487
C -1.01347 -0.01032 -0.38137
C -2.31230 0.51821 0.17178
H 0.65945 -1.51120 1.89577
H 1.94000 -0.19663 1.58257
H 0.72469 0.82863 -1.26880
H -1.09618 -0.73829 -1.19099
H -2.92539 -0.30086 0.56238
H -2.10216 1.21570 0.98750
H -2.88326 1.04606 -0.59856
O 2.56830 -0.39439 -1.42115
H 2.14122 -0.96598 -0.76490
H 3.04080 0.24705 -0.87529
*
```

---

Most stable to least stable, the ends of the list are ii and i.

---

## i
Formula: C4H9NO
Source: OMol25
Level of theory: the ωB97M-V functional and the def2-TZVPD basis

Calculated values
SMILES = CC/N=C\CO
Kohn-Sham gap = 10.109 eV

```
! wB97M-V def2-TZVPD RIJCOSX def2/J DEFGRID3
* xyz 0 1
C -2.33496 -0.21457 -0.46297
C -0.82191 -0.05126 -0.52035
N -0.38607 0.76354 0.60942
C 0.78267 0.64336 1.08266
C 1.91359 -0.24820 0.59443
O 2.07896 -0.25886 -0.80939
H -2.70219 -0.76863 -1.33357
H -2.63281 -0.75628 0.44081
H -2.81935 0.76653 -0.44036
H -0.32305 -1.02922 -0.55398
H -0.53985 0.46673 -1.44534
H 1.01973 1.26685 1.95245
H 1.71599 -1.28840 0.88080
H 2.84167 0.05458 1.10241
H 2.20758 0.65384 -1.09702
*
```

---

## ii
Formula: C4H9NO
Source: OMol25
Level of theory: the ωB97M-V functional and the def2-TZVPD basis

Calculated values
SMILES = CCN(C)C=O
Kohn-Sham gap = 10.232 eV

```
! wB97M-V def2-TZVPD RIJCOSX def2/J DEFGRID3
* xyz 0 1
C 1.84459 0.07176 0.06441
C 0.59257 0.22921 -0.79352
N -0.63716 0.11351 -0.01958
C -1.35368 -1.14163 -0.02365
C -1.02759 1.16683 0.74180
O -0.43382 2.22728 0.81258
H 2.74350 0.07743 -0.56126
H 1.82490 -0.86914 0.62576
H 1.90958 0.90139 0.77375
H 0.55738 -0.53293 -1.57996
H 0.59441 1.21121 -1.27629
H -0.72209 -1.96403 0.33560
H -1.70384 -1.38994 -1.03328
H -2.22565 -1.06830 0.63267
H -1.96308 0.96736 1.30098
*
```

---

## iii
Formula: C4H9NO
Source: OMol25
Level of theory: the ωB97M-V functional and the def2-TZVPD basis

Calculated values
SMILES = C=CN.C=CO
Kohn-Sham gap = 9.307 eV

```
! wB97M-V def2-TZVPD RIJCOSX def2/J DEFGRID3
* xyz 0 1
C 1.96459 -0.40655 -1.18861
C 1.90046 0.87732 -1.53763
N 0.70775 1.55962 -1.79974
H 1.15377 -1.11974 -1.23433
H 2.91344 -0.71070 -0.76212
H 2.79833 1.48152 -1.57112
H -0.00747 1.45723 -1.09861
H 0.81296 2.52872 -2.05660
C -2.22332 -0.27918 1.03739
C -1.26782 -1.06721 1.52795
O -1.22615 -1.68353 2.73711
H -2.33872 -0.17419 -0.02530
H -2.88047 0.20550 1.74410
H -0.47432 -1.43256 0.88370
H -1.83303 -1.23626 3.34382
*
```

---

## iv
Formula: C4H9NO
Source: OMol25
Level of theory: the ωB97M-V functional and the def2-TZVPD basis

Calculated values
Kohn-Sham gap (spin up / spin down) = 7.964 / 7.961 eV

```
! wB97M-V def2-TZVPD RIJCOSX def2/J DEFGRID3
* xyz 0 1
C -1.76157 0.35688 -0.44217
C -0.60974 0.14609 0.52566
O -1.22026 -0.23793 1.75946
C 0.41810 -0.89033 0.18137
C 1.80981 0.47267 -0.95815
N 1.68543 -0.53109 -0.07439
H -2.48750 1.05615 -0.01428
H -1.39132 0.75925 -1.38894
H -2.26778 -0.59481 -0.63018
H -0.05996 1.10216 0.63484
H -0.50102 -0.39256 2.38622
H 0.17244 -1.93815 0.31660
H 2.52842 1.26989 -0.83664
H 1.19997 0.39662 -1.84446
H 2.48499 -0.97485 0.38507
*
```

---

Most stable to least stable, the ends of the list are ii and iv.

---

## i
Formula: C4H9NO
Source: OMol25
Level of theory: the ωB97M-V functional and the def2-TZVPD basis

Calculated values
SMILES = CCCC(N)=O
Kohn-Sham gap = 10.729 eV

```
! wB97M-V def2-TZVPD RIJCOSX def2/J DEFGRID3
* xyz 0 1
C 2.20795 0.18283 -0.33162
C 0.75970 0.04395 -0.79345
C -0.17785 -0.39189 0.34502
C -1.44001 0.44910 0.43711
N -2.60274 -0.24906 0.57139
O -1.40559 1.66722 0.44590
H 2.86938 0.46047 -1.15915
H 2.58193 -0.75316 0.10015
H 2.28878 0.95714 0.43942
H 0.40981 1.00202 -1.19052
H 0.70039 -0.68415 -1.61157
H -0.40694 -1.46141 0.28137
H 0.32557 -0.24201 1.30797
H -3.45805 0.26686 0.68842
H -2.65232 -1.24791 0.46955
*
```

---

## ii
Formula: C4H9NO
Source: OMol25
Level of theory: the ωB97M-V functional and the def2-TZVPD basis

Calculated values
SMILES = C=CO.C=NC
Kohn-Sham gap = 9.641 eV

```
! wB97M-V def2-TZVPD RIJCOSX def2/J DEFGRID3
* xyz 0 1
C 1.09339 -1.87596 -1.77592
C 0.87852 -1.31733 -0.58366
O 1.42324 -1.66582 0.64226
H 1.26300 -1.25817 -2.65492
H 1.22961 -2.93660 -1.96434
H 0.30335 -0.40196 -0.65590
H 1.43364 -2.63660 0.49580
C -1.71180 2.33274 0.13183
N -1.32869 1.11777 0.18456
C -0.42129 0.80507 1.27542
H -1.97601 2.69272 -0.86660
H -1.65727 2.96738 1.03648
H -0.29492 1.65542 1.97039
H -0.82652 -0.08595 1.77396
H 0.59174 0.60728 0.99065
*
```

---

Most stable to least stable, the ends of the list are i and ii.

---

## i
Formula: C4H9NO
Source: OMol25
Level of theory: the ωB97M-V functional and the def2-TZVPD basis

Calculated values
SMILES = CCCNC=O
Kohn-Sham gap = 10.672 eV

```
! wB97M-V def2-TZVPD RIJCOSX def2/J DEFGRID3
* xyz 0 1
C -1.69859 0.57552 0.32789
C -0.94506 -0.39656 -0.57313
C 0.28287 -1.01324 0.09925
N 1.27371 -0.03348 0.52918
C 2.04573 0.68804 -0.31978
O 1.99911 0.64602 -1.53309
H -2.56158 1.00915 -0.18772
H -2.06754 0.07564 1.23238
H -1.04694 1.39908 0.63885
H -0.61614 0.10499 -1.48891
H -1.60860 -1.21760 -0.87544
H 0.76152 -1.72145 -0.58669
H -0.02142 -1.57259 0.99152
H 1.45369 0.11366 1.50906
H 2.74926 1.34282 0.23664
*
```

---

## ii
Formula: C4H9NO
Source: OMol25
Level of theory: the ωB97M-V functional and the def2-TZVPD basis

Calculated values
Kohn-Sham gap = 7.441 eV

```
! wB97M-V def2-TZVPD RIJCOSX def2/J DEFGRID3
* xyz 0 1
C 1.42837 0.53829 1.74940
C 0.03443 1.09103 1.69964
C -0.93645 0.27727 0.93331
C -0.64554 0.29280 -0.44298
N -1.67045 -0.17260 -1.26356
O 0.51741 0.37876 -1.02687
H 2.03419 0.85862 2.56550
H 1.40573 -0.56792 1.58254
H 1.06582 1.18564 0.86427
H -0.20776 1.80571 2.50483
H 1.15931 -2.08573 -4.06244
H 0.91698 -2.26188 -3.36312
H -1.95366 0.04915 1.22795
H -2.02381 -1.07236 -0.85425
H -1.12458 -0.31678 -2.11420
*
```

---

## iii
Formula: C4H9NO
Source: OMol25
Level of theory: the ωB97M-V functional and the def2-TZVPD basis

Calculated values
SMILES = C[C@H]1N[C@H]1CO
Kohn-Sham gap = 10.667 eV

```
! wB97M-V def2-TZVPD RIJCOSX def2/J DEFGRID3
* xyz 0 1
C -1.57105 0.73138 0.31489
C -0.80973 -0.08256 -0.69913
N 0.45731 0.38993 -1.26283
C 0.45602 -0.79686 -0.40765
C 1.29631 -0.60705 0.84835
O 1.33498 0.73589 1.26617
H -2.38497 0.10900 0.70354
H -0.92532 1.01885 1.14616
H -2.01092 1.62856 -0.13238
H -1.44927 -0.59359 -1.42109
H 0.54041 0.17826 -2.25246
H 0.52008 -1.78951 -0.85318
H 2.31724 -0.96663 0.63240
H 0.90573 -1.20865 1.67637
H 1.32317 1.25297 0.44083
*
```

---

## iv
Formula: C4H9NO
Source: OMol25
Level of theory: the ωB97M-V functional and the def2-TZVPD basis

Calculated values
Kohn-Sham gap = 9.152 eV

```
! wB97M-V def2-TZVPD RIJCOSX def2/J DEFGRID3
* xyz 0 1
C 2.49295 0.53506 -0.14630
O 1.09644 0.45981 -0.20199
C 0.64113 -0.87124 -0.06571
C -0.83038 -1.01871 -0.01679
C -2.71163 0.24785 0.50602
N -1.45576 0.11945 -0.21024
H 2.94243 -0.02807 -0.97725
H 2.88264 0.12697 0.80069
H 2.77195 1.58789 -0.22371
H 0.95877 -1.27714 0.91384
H 1.06026 -1.53568 -0.83448
H -2.91124 -0.77862 0.81284
H -2.50666 0.84880 1.39926
H -3.54810 0.67394 -0.05071
H -0.95818 0.97542 -0.47051
*
```

---

Most stable to least stable, the ends of the list are i and ii.

---

## i
Formula: C4H9NO
Source: OMol25
Level of theory: the ωB97M-V functional and the def2-TZVPD basis

Calculated values
SMILES = C=CO.C=NC
Kohn-Sham gap = 8.037 eV

```
! wB97M-V def2-TZVPD RIJCOSX def2/J DEFGRID3
* xyz 0 1
C -1.98224 -0.91036 -2.60646
C -1.70104 0.27122 -1.99140
O -1.04720 0.40425 -0.80010
H -3.11678 -1.01830 -2.72788
H -1.52002 -1.77046 -3.06461
H -2.29289 1.08882 -2.23929
H -0.12357 0.45214 -0.36468
C 1.74499 -0.85864 0.99595
N 1.16881 0.34160 0.89752
C 1.14295 0.93304 2.21450
H 1.95364 -1.41491 0.05600
H 2.08877 -1.18791 1.95074
H 2.25339 1.21777 2.59858
H 0.94684 2.02791 2.16876
H 0.48435 0.42384 2.91236
*
```

---

## ii
Formula: C4H9NO
Source: OMol25
Level of theory: the ωB97M-V functional and the def2-TZVPD basis

Calculated values
SMILES = C=C(NC)OC
Kohn-Sham gap = 8.744 eV

```
! wB97M-V def2-TZVPD RIJCOSX def2/J DEFGRID3
* xyz 0 1
C -0.53542 -1.36984 -1.13990
C -0.04549 -0.50454 -0.23578
N 1.18218 -0.68282 0.39678
C 1.61822 0.13708 1.51375
O -0.65412 0.64075 0.17125
C -1.52124 1.31615 -0.72685
H -1.52652 -1.27206 -1.56327
H 0.06762 -2.21122 -1.45999
H 1.41111 -1.66160 0.49673
H 2.70995 0.06845 1.59975
H 1.35852 1.17788 1.31826
H 1.17460 -0.15444 2.48060
H -1.01304 2.21181 -1.10386
H -1.80982 0.69078 -1.57360
H -2.41658 1.61363 -0.17387
*
```

---

Most stable to least stable, the ends of the list are ii and i.

---

## i
Formula: C4H9NO
Source: OMol25
Level of theory: the ωB97M-V functional and the def2-TZVPD basis

Calculated values
Kohn-Sham gap = 7.349 eV

```
! wB97M-V def2-TZVPD RIJCOSX def2/J DEFGRID3
* xyz 0 1
C -0.55832 -2.08420 0.19513
C 0.77730 -1.63660 -0.18501
C 1.08502 -0.49725 -0.97381
C 0.56316 0.63026 -0.36512
N 0.77925 1.99649 -0.99491
O -0.09394 0.73616 0.72691
H -0.80793 -3.18500 0.24458
H -1.35350 -1.46778 -0.26004
H 0.07648 -1.22693 0.72755
H 1.72289 -2.03738 0.21568
H -3.11759 2.60638 1.86051
H -3.49173 2.04946 2.22867
H 1.83415 -0.51787 -1.75975
H 1.67207 2.09359 -1.57104
H 0.91267 2.54064 -0.08934
*
```

---

## ii
Formula: C4H9NO
Source: OMol25
Level of theory: the ωB97M-V functional and the def2-TZVPD basis

Calculated values
SMILES = CCNCC=O
Kohn-Sham gap = 9.896 eV

```
! wB97M-V def2-TZVPD RIJCOSX def2/J DEFGRID3
* xyz 0 1
C 1.78691 0.66197 1.89698
C 0.58290 0.28975 1.04782
N 0.97255 0.04859 -0.34064
C 0.00854 -0.67329 -1.12213
C -1.36897 -0.03161 -1.11936
O -2.37626 -0.52980 -0.70485
H 2.60657 -0.01097 1.64375
H 2.10632 1.69357 1.76356
H 1.61137 0.46822 2.95348
H 0.16081 -0.64428 1.41047
H -0.19703 1.05531 1.12505
H 1.32709 0.87480 -0.80350
H -0.10730 -1.70010 -0.75190
H 0.31135 -0.76976 -2.17220
H -1.36039 1.01309 -1.51552
*
```

---

## iii
Formula: C4H9NO
Source: OMol25
Level of theory: the ωB97M-V functional and the def2-TZVPD basis

Calculated values
SMILES = CO[C@@H]1C[C@@H]1N
Kohn-Sham gap = 10.141 eV

```
! wB97M-V def2-TZVPD RIJCOSX def2/J DEFGRID3
* xyz 0 1
C -0.82804 -0.24077 2.07534
O -0.98572 0.13112 0.73821
C -0.24196 -0.61887 -0.15130
C 1.22803 -0.41240 -0.31582
C 0.27468 0.09048 -1.33343
N 0.03609 1.50940 -1.43924
H -0.91688 -1.35650 2.18053
H -1.69717 0.26854 2.60904
H 0.18158 0.17938 2.39118
H -0.59490 -1.65398 -0.31912
H 1.68940 0.39619 0.24981
H 1.84686 -1.29454 -0.54913
H 0.23481 -0.48974 -2.25154
H 0.69181 1.82553 -2.12094
H -0.91859 1.66617 -1.76361
*
```

---

Most stable to least stable, the ends of the list are ii and i.